{
  "formula": "C67H135N11O3",
  "method": "the ωB97M-V functional and the def2-TZVPD basis",
  "molar_mass_da": 1142.89,
  "orbital_gap_ev": 1.0,
  "charge": 8,
  "e_homo_ev": -13.90,
  "spin_multiplicity": 1,
  "species": ["C", "C", "C", "C", "C", "C", "N", "O", "C", "C", "C", "H", "H", "H", "H", "H", "H", "H", "H", "H", "H", "H", "H", "H", "H", "H", "H", "H", "H", "C", "C", "C", "C", "C", "C", "N", "O", "C", "C", "C", "H", "H", "H", "H", "H", "H", "H", "H", "H", "H", "H", "H", "H", "H", "H", "H", "H", "H", "C", "C", "C", "C", "C", "C", "N", "O", "C", "C", "C", "H", "H", "H", "H", "H", "H", "H", "H", "H", "H", "H", "H", "H", "H", "H", "H", "H", "H", "C", "C", "C", "C", "N", "C", "C", "C", "C", "C", "C", "C", "H", "H", "H", "H", "H", "H", "H", "H", "H", "H", "H", "H", "H", "H", "H", "H", "H", "H", "H", "H", "H", "H", "H", "H", "C", "C", "C", "C", "N", "C", "C", "C", "C", "C", "C", "C", "H", "H", "H", "H", "H", "H", "H", "H", "H", "H", "H", "H", "H", "H", "H", "H", "H", "H", "H", "H", "H", "H", "H", "H", "C", "C", "N", "C", "C", "N", "C", "C", "H", "H", "H", "H", "H", "H", "H", "H", "H", "H", "H", "C", "C", "N", "C", "C", "N", "C", "C", "H", "H", "H", "H", "H", "H", "H", "H", "H", "H", "H", "C", "C", "N", "C", "C", "N", "C", "C", "H", "H", "H", "H", "H", "H", "H", "H", "H", "H", "H"],
  "coordinates": [[12.79756, -12.23709, 11.63783], [13.99532, -12.25449, 10.89653], [14.43015, -11.17955, 9.97456], [13.57634, -10.05418, 9.18920], [14.10955, -10.02992, 7.72019], [13.39986, -9.38988, 6.48745], [16.83429, -6.76209, 11.48648], [16.97510, -7.80956, 11.52867], [12.19642, -8.56698, 6.66023], [14.04016, -9.35186, 5.18531], [14.98478, -13.30980, 11.27973], [12.09402, -12.83141, 10.99313], [12.24314, -11.29428, 11.67958], [12.76083, -12.65282, 12.67367], [15.32666, -11.40264, 9.37277], [14.74568, -10.69593, 10.92220], [13.73652, -9.08738, 9.66291], [12.52567, -10.33832, 9.05532], [14.27792, -11.04534, 7.33553], [14.93903, -9.38715, 7.50956], [11.59278, -8.95628, 7.47917], [11.69292, -8.43065, 5.71905], [12.57520, -7.58698, 6.91378], [13.28799, -9.29254, 4.34886], [14.93740, -9.98206, 5.02684], [14.56794, -8.31794, 5.36599], [16.06526, -13.19651, 10.97914], [14.59361, -14.34394, 10.96586], [14.98236, -13.52662, 12.36366], [12.04943, -18.77355, 5.25917], [12.79186, -20.07674, 5.53957], [11.82924, -21.23232, 5.55875], [10.43170, -21.15532, 5.69952], [13.96559, -22.44044, 3.29774], [13.56610, -21.11352, 3.04658], [13.74596, -20.13538, 4.27401], [14.60275, -19.49216, 4.09298], [13.22788, -20.52369, 1.75765], [15.69263, -22.10653, 2.69126], [13.73400, -20.20228, 6.60919], [11.37838, -18.87868, 4.37143], [12.81193, -17.98639, 5.27600], [11.34354, -18.68196, 6.08364], [12.05887, -21.89253, 6.50153], [12.02149, -22.08810, 4.86581], [9.73442, -20.34664, 5.92008], [9.85620, -22.07112, 5.55650], [13.55014, -23.13105, 2.59104], [14.07145, -22.76828, 4.37742], [12.28453, -20.02839, 2.04519], [13.13699, -21.27873, 0.97607], [13.89172, -19.68233, 1.37865], [15.67097, -22.16167, 1.59794], [16.18580, -22.91544, 3.28028], [16.21597, -21.24997, 3.11627], [13.93580, -21.24313, 6.73383], [13.33817, -19.80632, 7.54602], [14.64972, -19.71140, 6.31348], [26.31192, -15.33353, 10.04153], [25.52643, -14.46874, 9.05060], [25.98990, -13.05015, 8.93029], [27.23802, -12.83070, 8.18834], [27.51765, -14.02177, 7.24258], [26.33370, -14.69896, 6.55358], [25.43682, -15.13810, 7.62323], [24.67225, -16.11362, 7.42087], [26.62626, -15.89963, 5.66589], [25.51039, -13.69992, 5.80527], [24.04357, -14.49000, 9.44084], [27.38374, -15.35221, 9.84210], [25.91724, -16.34513, 10.20981], [26.25684, -14.81355, 10.99379], [26.01680, -12.54556, 9.91549], [25.23819, -12.54704, 8.32506], [28.04467, -12.68331, 8.87963], [27.17856, -11.87933, 7.66169], [27.88100, -14.73719, 7.95413], [28.32489, -13.81927, 6.52551], [27.10100, -15.45291, 4.76555], [25.65235, -16.26689, 5.27109], [27.27187, -16.57561, 6.19967], [24.70106, -14.21209, 5.34414], [26.12693, -13.14823, 5.04664], [25.07051, -13.00699, 6.53687], [23.40315, -14.07309, 8.61895], [23.94454, -13.84968, 10.30759], [23.68604, -15.47183, 9.55685], [29.81500, -22.82261, 12.82001], [28.64432, -22.63026, 13.59071], [27.57722, -23.65000, 13.82708], [26.64518, -23.84583, 12.61307], [25.23323, -24.45081, 12.89377], [25.46564, -25.97839, 13.28168], [25.43675, -26.70727, 11.98814], [24.88267, -25.80268, 10.91267], [24.42290, -24.49828, 11.57172], [24.52424, -23.62767, 13.96889], [24.35372, -22.06449, 13.62105], [23.11476, -21.71630, 14.31636], [30.69791, -22.43548, 13.36503], [29.99560, -22.01126, 12.05543], [29.89276, -23.80396, 12.35803], [28.53251, -21.67796, 14.21290], [32.92416, -25.67803, 17.58041], [27.03154, -23.15034, 14.64544], [27.89230, -24.54567, 14.36369], [27.02340, -24.46671, 11.76987], [26.40166, -22.84301, 12.21298], [24.60717, -26.29136, 13.89648], [26.41526, -26.06561, 13.86449], [24.60457, -27.37639, 12.08317], [26.44046, -27.13755, 11.69195], [24.00740, -26.36010, 10.68826], [25.68811, -25.56287, 10.24286], [23.29459, -24.56003, 11.87634], [24.56615, -23.64025, 10.91216], [25.06620, -23.90137, 14.92440], [23.55015, -24.09000, 14.18511], [23.97180, -21.89373, 12.67730], [25.27666, -21.52882, 13.79785], [22.89652, -20.78687, 14.93307], [22.48891, -22.47719, 13.80933], [24.70708, -18.63850, 14.58642], [27.57100, -21.88038, -1.46281], [28.79810, -21.12605, -2.06954], [28.54423, -20.52248, -3.42079], [29.79419, -19.88588, -3.95455], [29.84234, -19.36878, -5.37154], [29.80595, -20.47535, -6.41781], [31.20112, -21.04375, -6.37238], [32.14019, -19.86371, -6.19331], [31.22358, -18.69665, -5.68653], [28.65179, -18.48205, -5.58011], [28.42977, -17.41885, -4.49306], [27.43131, -16.40743, -4.91272], [26.71582, -21.15659, -1.25452], [27.85570, -22.34467, -0.52195], [27.25131, -22.76468, -1.98740], [29.62210, -21.81403, -2.09785], [29.10612, -20.28832, -1.38149], [27.73705, -19.73993, -3.35567], [28.23793, -21.28647, -4.15415], [30.65669, -20.53477, -3.78112], [29.98607, -18.99011, -3.29579], [29.66732, -19.86814, -7.31539], [28.93315, -21.12497, -6.28491], [31.46988, -21.63218, -7.23682], [31.33258, -21.74438, -5.55983], [32.58635, -19.54013, -7.14028], [32.96918, -20.08987, -5.48940], [31.11007, -17.93194, -6.44420], [31.67060, -18.20121, -4.85084], [27.77372, -19.15589, -5.47503], [28.77627, -18.09784, -6.56737], [29.42632, -16.98663, -4.32836], [28.09873, -17.91407, -3.54545], [27.41526, -15.44483, -4.40644], [26.43617, -16.80665, -4.87673], [27.61093, -16.16827, -5.97367], [21.20038, -19.25463, 6.19539], [20.67990, -18.56188, 4.98475], [21.66619, -18.61588, 3.86013], [21.39210, -18.22749, 2.53066], [22.53212, -18.24534, 1.81680], [23.51039, -18.64777, 2.71629], [22.94722, -18.89142, 3.90993], [24.89001, -18.81927, 2.37817], [20.43718, -19.23800, 7.01236], [22.04271, -18.74239, 6.62810], [21.48058, -20.28599, 6.13679], [20.58400, -17.46419, 5.17928], [19.70735, -18.90192, 4.57659], [20.42178, -18.04826, 2.19260], [22.70178, -18.23628, 0.76359], [23.53323, -19.17849, 4.78070], [25.29294, -19.67229, 2.90785], [25.55417, -17.96569, 2.54299], [24.98357, -19.02541, 1.28662], [16.59365, -31.97819, 6.23952], [17.09432, -33.26756, 6.97299], [18.59047, -33.44149, 6.86319], [19.53969, -32.48964, 7.11270], [20.71146, -33.15726, 7.04845], [20.48246, -34.44852, 6.82782], [19.17058, -34.62753, 6.72076], [21.51048, -35.49444, 6.73665], [16.95202, -31.10418, 6.83432], [15.52846, -32.03872, 6.31064], [16.94027, -31.99703, 5.22755], [16.63956, -34.18065, 6.51158], [16.80775, -33.29773, 8.02117], [19.47339, -31.46739, 7.41930], [21.74618, -32.79680, 7.09533], [18.65608, -35.56034, 6.51875], [21.08524, -36.36257, 6.25986], [21.74452, -35.76066, 7.73366], [22.39489, -35.14522, 6.18999], [22.07538, -31.92902, -8.76034], [21.06184, -30.86791, -8.93256], [20.71259, -30.03887, -7.75156], [19.47164, -29.75788, -7.20703], [19.62989, -28.99367, -6.13209], [20.97226, -28.85091, -5.91873], [21.58094, -29.39818, -6.96892], [21.62679, -28.16773, -4.83803], [23.03869, -31.49690, -8.58018], [22.19723, -32.49267, -9.71655], [21.79814, -32.70925, -8.04140], [20.06515, -31.18751, -9.22590], [21.29799, -30.15522, -9.79253], [18.58232, -30.17575, -7.63719], [18.91393, -28.71240, -5.37970], [22.62348, -29.44109, -7.19088], [21.59476, -27.09932, -5.06821], [22.66840, -28.46137, -4.70659], [21.05611, -28.25896, -3.95017]],
  "forces_ev_per_angstrom": [[-3.16, -0.03, 0.77], [2.23, -0.51, -0.92], [-0.37, 0.87, -0.15], [0.40, -1.52, -1.14], [-1.46, 0.28, -2.11], [-0.94, -0.60, 1.98], [-1.11, 8.28, -0.31], [1.09, -8.26, 0.34], [0.50, -0.97, 0.08], [1.03, 1.15, 0.11], [0.34, -1.49, 0.04], [0.11, -0.06, 0.58], [0.37, 0.26, -0.15], [0.46, 0.00, -0.97], [-0.35, -0.22, 0.59], [0.91, 0.94, -0.04], [-0.46, -0.14, 0.02], [0.03, 0.26, 0.78], [0.63, 0.12, 0.32], [1.89, -0.07, 0.90], [-0.27, 0.35, -0.17], [-0.59, -0.03, -0.19], [0.04, 0.75, 0.46], [1.15, 0.06, 0.73], [-0.87, -0.12, 0.00], [-0.90, -1.00, -0.89], [-1.34, 0.06, -0.10], [0.51, 1.29, -0.25], [-0.05, 0.68, -0.17], [-0.24, -0.60, 0.80], [-0.84, 0.29, -3.40], [0.25, -2.16, 0.61], [-1.85, -0.03, -0.23], [3.38, 0.65, 0.17], [-2.24, 2.13, 4.60], [-11.49, -14.11, -2.30], [11.63, 11.80, -1.12], [0.44, 1.95, -0.14], [-1.07, -2.30, 2.11], [1.04, 0.94, 2.27], [1.00, 0.37, 0.30], [-0.70, 0.22, -0.41], [0.11, 0.61, 0.25], [-0.22, 0.53, -0.95], [0.23, 0.73, -0.43], [0.77, 0.38, -0.01], [0.37, -0.06, 0.20], [0.02, -0.78, -0.09], [-0.24, 0.31, -1.45], [-0.12, -0.14, -1.20], [-0.24, 0.14, 0.13], [-0.49, -1.08, 0.44], [0.20, -0.15, 0.53], [-0.05, -0.04, -1.34], [-0.89, 0.60, -0.30], [0.44, -0.71, 0.35], [0.24, 0.06, 0.10], [0.33, 0.38, 0.49], [0.43, 0.09, 0.04], [-1.90, -1.68, -0.49], [-1.32, 0.84, 0.13], [1.02, 0.29, -1.51], [0.87, 0.00, 0.44], [-0.13, 0.26, 0.30], [-0.13, -1.60, 1.27], [1.12, 1.80, 0.69], [-0.21, 1.57, -1.24], [0.23, 1.75, -0.42], [-0.11, 1.66, -1.00], [-0.07, -0.26, -0.22], [0.07, 0.33, -0.39], [-0.25, 0.09, 0.22], [-0.20, -0.50, -0.39], [-0.51, 0.17, 0.53], [0.80, -0.32, 0.12], [-0.04, 0.00, -0.20], [0.72, -0.84, -0.08], [-0.33, 0.00, 0.13], [0.27, -0.56, 0.58], [0.84, -0.33, 0.67], [0.04, -0.69, -0.23], [-0.77, -0.31, -0.69], [-0.62, -0.44, 0.71], [0.19, 0.14, -0.68], [0.68, 0.01, 0.66], [-0.33, -0.19, 0.36], [-0.32, -1.20, 0.72], [1.34, 1.32, -1.16], [-1.07, 1.19, 1.65], [-0.72, 1.12, 1.04], [-0.93, 0.25, -0.73], [0.43, -0.01, 0.09], [-0.08, 1.70, 1.18], [1.09, -0.65, -0.15], [0.29, 1.32, 1.07], [-1.38, -0.95, 1.50], [0.71, -0.62, 0.28], [1.56, -2.05, 3.27], [-0.09, 1.12, 0.28], [0.22, -1.03, 0.46], [-0.74, -0.61, -0.22], [0.45, 0.07, 0.12], [0.26, -1.42, -1.10], [-0.10, 0.07, -0.09], [-0.47, -0.27, -0.49], [0.46, -0.54, -0.65], [0.17, 0.42, 0.75], [0.33, -0.51, 0.09], [0.44, 0.41, 0.05], [-0.95, 0.26, -0.44], [0.68, -1.57, 0.30], [-1.46, 0.06, 0.46], [-0.46, 0.14, -2.13], [-0.43, -0.32, -1.20], [2.09, 0.21, -0.44], [0.19, 0.13, 0.57], [-0.31, 1.16, -1.01], [0.09, 0.03, -0.65], [0.15, -0.07, -2.91], [-0.04, 0.46, 0.16], [0.20, -1.58, -0.72], [-1.39, 1.34, 1.27], [-0.40, -0.68, -0.27], [0.04, 1.38, 0.70], [-0.86, 0.31, 1.35], [-1.17, 0.17, -1.50], [1.66, 1.54, 1.38], [0.22, 0.10, 0.57], [0.14, 0.91, -0.04], [0.27, -0.82, -0.05], [0.05, 0.93, 0.31], [0.13, -1.17, -0.16], [-1.04, -0.75, 1.46], [1.59, -0.74, 0.75], [-0.36, 0.92, -1.61], [0.90, -1.07, -0.43], [0.17, 0.43, 0.43], [-0.31, 0.09, -0.97], [0.53, -0.33, -0.14], [-0.29, -0.84, -0.42], [0.55, -1.02, -0.05], [-0.30, 0.03, 0.40], [-0.09, -0.04, -0.34], [0.07, -0.77, -0.81], [-0.07, -0.50, -0.32], [0.42, 0.09, 0.14], [-0.23, 0.00, -0.49], [-0.21, -0.15, 0.42], [-0.04, -0.20, 0.22], [-0.62, 0.22, -0.44], [-0.56, -0.06, -0.27], [-0.28, 0.13, 0.91], [0.49, 0.27, -0.84], [-0.32, 0.51, -0.64], [-0.30, 0.32, 0.30], [0.47, 0.51, -0.72], [0.31, -0.22, 0.38], [-0.64, -0.25, 0.07], [-0.14, 0.13, 0.26], [-0.95, 0.05, 1.89], [0.01, 1.19, -1.03], [-0.87, 0.36, -1.48], [0.40, -0.33, 1.02], [0.15, -0.86, 1.37], [-0.73, 0.09, 0.04], [1.47, 0.40, 0.04], [1.52, -0.50, -1.34], [0.39, 0.16, -0.76], [0.43, 0.42, 0.04], [0.02, -0.71, -0.70], [-0.13, -0.90, 0.04], [0.66, -0.10, 0.36], [-1.31, 0.32, -0.23], [0.13, 0.46, -0.31], [-0.36, 0.06, -0.24], [0.09, -0.15, 0.10], [-0.56, 0.17, 0.36], [-0.27, -0.02, 0.82], [1.25, -0.93, 2.25], [-0.11, -0.31, -1.23], [-2.10, 0.24, 0.74], [0.85, -0.43, 0.03], [2.12, 1.65, 0.27], [-0.18, -1.64, -0.81], [-0.11, -0.04, -0.27], [-0.22, 0.25, -0.52], [-0.32, -0.43, -0.81], [-0.69, 0.27, -0.22], [0.08, 0.29, -0.58], [0.48, 0.78, 0.26], [0.19, 0.22, 0.09], [-0.84, 0.21, -0.26], [-0.71, -0.09, 0.20], [0.15, 0.21, 0.09], [-0.07, -0.17, -0.31], [0.60, -0.32, 0.95], [-0.41, -0.01, 0.18], [0.10, -1.45, -0.66], [-1.82, 2.00, -1.95], [0.49, 1.19, 1.39], [-0.48, -1.22, -1.79], [-0.43, -0.07, 1.75], [0.66, -0.30, -1.39], [0.44, -1.14, -0.28], [0.39, 1.63, -0.51], [0.65, 0.03, 0.45], [-0.25, 0.62, 0.51], [0.16, 0.45, 0.16], [0.09, -0.76, -0.13], [0.13, -0.76, 1.26], [-0.19, 0.04, -0.05], [-0.08, 0.20, -0.16], [0.52, 0.21, 0.35], [0.27, 0.01, 0.02], [-0.30, -0.27, -0.07], [-0.38, -0.57, 0.91]],
  "mulliken_charge": [-1.32, 0.84, -0.90, -0.21, -0.48, 0.51, 0.37, -0.03, -1.23, -1.21, -1.26, 0.33, 0.34, 0.42, 0.48, 0.20, 0.25, 0.54, 0.38, 0.30, 0.32, 0.44, 0.37, 0.38, 0.35, 0.37, 0.34, 0.33, 0.38, -1.72, 1.94, -0.55, -0.88, -0.82, 0.33, 0.82, -0.61, -1.39, -0.98, -1.86, 0.37, 0.45, 0.42, 0.43, 0.25, 0.27, 0.32, 0.40, 0.33, 0.36, 0.41, 0.27, 0.35, 0.38, 0.31, 0.48, 0.39, 0.45, -1.44, 1.17, -1.14, -0.63, -1.46, 1.51, 0.88, -0.56, -1.70, -1.66, -1.83, 0.32, 0.36, 0.44, 0.53, 0.36, 0.42, 0.39, 0.34, 0.48, 0.43, 0.34, 0.47, 0.48, 0.36, 0.38, 0.36, 0.44, 0.46, -1.27, -0.32, -0.53, -0.62, 0.29, -0.51, -0.53, -0.76, -0.49, -1.26, -0.29, -0.88, 0.39, 0.32, 0.34, 0.34, 0.03, 0.27, 0.44, 0.47, 0.35, 0.41, 0.30, 0.31, 0.33, 0.38, 0.37, 0.38, 0.36, 0.50, 0.71, 0.28, 0.40, 0.35, 0.28, -0.13, -1.26, -0.58, -0.04, -1.35, 0.09, -0.57, -0.84, -0.45, -0.67, -0.93, -0.06, -1.46, 0.22, 0.42, 0.36, 0.39, 0.29, 0.20, 0.17, 0.70, 0.40, 0.51, 0.51, 0.48, 0.31, 0.33, 0.30, 0.45, 0.36, 0.39, 0.69, 0.34, 0.19, 0.37, 0.37, 0.35, -1.31, -0.11, 0.12, -0.57, -0.31, 0.18, -0.09, -0.77, 0.34, 0.32, 0.40, 0.26, 0.35, 0.47, 0.41, 0.39, 0.38, 0.29, 0.25, -1.09, -0.43, 0.11, -0.33, -0.34, 0.07, -0.01, -0.79, 0.31, 0.40, 0.33, 0.34, 0.34, 0.36, 0.39, 0.36, 0.31, 0.37, 0.32, -1.09, -0.36, 0.13, -0.23, -0.43, 0.13, -0.11, -0.83, 0.37, 0.36, 0.33, 0.32, 0.29, 0.42, 0.38, 0.36, 0.36, 0.31, 0.32]
}